Record 1
66
Properties=species:S:1:pos:R:3:forces:R:3 method="wB97M-V/def2-TZVPD" homo_lumo_gap_ev="6.99 / 5.76" relative_energy_kcal_mol=0.0 homo_ev="-10.7 / -11.7" multiplicity=6 charge=+1
H 2.06448 -3.98376 -0.24570 0.004 -0.004 0.004
H 1.86351 -2.00196 -1.83730 0.005 -0.005 -0.007
O -1.00424 -4.12164 0.46276 -0.001 -0.005 -0.005
H 2.67087 -2.71157 1.88691 -0.002 0.007 0.000
C -2.69679 2.52470 1.32177 -0.061 -0.045 -0.016
C 3.97409 -1.50197 -1.87839 -0.003 0.010 0.003
N 3.20850 -0.97857 0.81673 0.001 0.005 0.061
C -3.17103 3.75427 1.69706 -0.007 -0.031 -0.028
H 1.68981 4.39951 2.04797 0.009 0.005 0.007
C -0.94641 -2.93783 0.21994 0.006 -0.001 -0.019
C -4.95151 1.90884 0.58322 -0.010 0.009 -0.012
C 3.71945 -0.05439 -1.37688 -0.011 -0.025 -0.028
C 3.35590 1.77973 3.47922 -0.044 -0.028 -0.010
H 4.17405 -1.45174 -2.94847 0.002 0.002 0.001
H -0.51024 3.94247 1.56260 0.007 0.006 0.029
H -3.50993 -1.53620 -0.28066 -0.010 -0.005 0.003
C -5.30779 -0.31610 -0.26871 -0.004 0.007 -0.006
C -0.52693 -0.54940 -2.49629 -0.001 0.028 -0.012
C 2.81786 -2.49495 -1.62737 0.018 0.002 0.019
N -3.12933 0.33541 0.43774 -0.137 0.099 0.017
H 4.88278 -1.90000 -1.41906 0.005 0.001 -0.005
N -0.72606 -1.14349 -1.32656 -0.003 -0.037 -0.047
H 3.76568 -3.61514 -0.05778 0.001 -0.003 0.006
O -0.26121 1.64354 -3.36678 0.004 -0.007 -0.033
C 2.78491 -3.16163 -0.23719 -0.020 0.023 0.005
H -2.51673 4.46493 2.18383 -0.008 0.017 0.006
Br 4.37756 4.40335 3.16662 -0.005 -0.009 -0.002
O 0.41990 0.07868 2.40105 -0.033 0.138 -0.049
C -3.94452 -0.57043 -0.05301 -0.024 0.022 0.028
C -0.76964 -2.46218 -1.21255 -0.013 0.028 0.067
O 1.62303 0.24123 -0.27971 0.030 0.016 0.082
H 4.19612 -1.18346 0.72083 -0.002 -0.004 -0.017
H 1.38674 -1.97389 0.95655 -0.014 0.010 0.011
C 1.17578 1.04792 2.61017 0.082 -0.077 0.046
H -6.43577 3.46318 0.79686 -0.002 0.001 -0.001
H -6.84888 1.15125 -0.11532 0.001 -0.001 -0.002
H -4.86490 5.08026 1.78878 0.000 0.002 -0.003
C -5.80313 0.91833 0.04219 -0.003 0.008 0.008
H 3.24510 0.56078 -2.13892 0.008 0.007 0.000
C -0.39423 2.86759 1.71460 -0.062 0.082 0.017
O -0.80149 1.40979 -1.20424 -0.001 0.073 0.015
Ir -0.91846 0.12274 0.47589 0.086 -0.340 0.093
C 2.44045 -2.23666 0.93397 0.018 -0.025 -0.026
C -0.43276 -2.67303 -3.55487 -0.003 0.025 0.020
H -0.68416 -4.35462 -2.18764 0.000 -0.001 0.011
C -5.39595 3.20339 0.94563 0.017 -0.003 0.006
H 4.65655 0.42112 -1.08104 0.000 0.008 0.011
C 2.76956 -0.18193 -0.22093 -0.020 0.034 -0.063
H -5.93767 -1.09335 -0.67560 0.004 -0.006 0.003
C -3.60095 1.57122 0.76939 0.160 0.021 0.012
H 4.29127 1.57664 3.98144 0.005 0.010 -0.001
C 2.42143 0.80570 3.31640 -0.009 0.027 -0.013
C 1.87494 3.38033 2.36315 -0.022 -0.020 -0.012
H -0.20191 -0.78779 -4.59943 -0.001 0.019 0.008
N -1.38008 2.07221 1.55232 -0.026 -0.049 -0.148
C -0.50981 0.96475 -2.40359 -0.011 0.036 0.044
C 0.90657 2.42443 2.18420 0.046 -0.049 0.006
O -0.28101 -3.37005 -4.69028 -0.002 -0.029 0.004
C -0.36599 -1.27788 -3.65035 -0.001 -0.037 -0.011
H 2.58166 -0.20305 3.66873 -0.010 -0.016 -0.004
C -0.63843 -3.28003 -2.31387 -0.001 -0.006 -0.026
H -0.35790 -4.31804 -4.52624 0.002 0.017 -0.004
C 3.09889 3.06915 2.97706 0.030 0.036 0.000
H 2.90939 -3.29697 -2.36183 -0.011 0.001 -0.008
O -0.99826 -1.96264 1.07958 0.038 0.044 -0.031
C -4.52272 4.09893 1.49140 0.005 -0.017 -0.002

Record 2
73
Properties=species:S:1:pos:R:3:forces:R:3 method="wB97M-V/def2-TZVPD" homo_lumo_gap_ev=6.19 relative_energy_kcal_mol=0.0 homo_ev=-6.0 multiplicity=1 charge=-1
O -0.96528 1.18723 1.43775 -0.083 0.994 0.504
H 0.21189 4.99881 -4.85881 -0.016 -0.005 -0.013
H -0.54903 3.89255 -5.99760 0.019 -0.013 0.028
H 1.16949 3.71086 -5.59269 -0.008 0.022 0.034
C -3.41067 -1.34416 -0.41166 -0.777 0.092 -0.207
S -1.50091 2.57781 1.08291 0.305 -0.383 -0.533
C 0.01352 1.20260 -5.68248 0.010 0.077 0.058
C 0.31164 0.73595 -8.50499 0.036 0.018 -0.036
H -2.32204 3.15558 -4.36868 0.020 0.034 -0.004
N -5.85185 -1.82464 -1.14531 -0.034 0.023 0.001
H 0.43419 0.40881 -9.54017 -0.005 0.010 0.018
H -1.70721 4.50931 -3.40383 0.012 -0.029 0.020
H 2.78504 5.08706 1.09720 -0.002 0.002 -0.003
C -0.39287 -0.76543 -3.86098 0.101 0.375 0.048
H 2.31012 -0.80365 -7.40187 -0.018 -0.011 -0.007
C -0.18373 3.08115 -3.98883 -0.018 -0.150 -0.028
C 0.16689 -0.48954 -7.60366 -0.016 -0.019 0.096
O -0.52356 0.85512 -2.10607 -0.096 -0.033 -0.237
C 0.18441 3.95912 -5.19000 -0.002 0.040 -0.028
H 1.35502 -2.26460 -7.14846 -0.004 0.026 -0.012
H -0.57089 1.37806 -8.45912 0.010 -0.015 0.006
H 0.81344 4.50836 -2.71811 0.008 -0.013 0.001
H 0.15469 1.98407 -6.40887 0.013 -0.008 -0.022
H -1.96525 -0.71043 -7.97936 0.019 -0.005 -0.008
C -0.32475 0.56312 -3.40874 -0.058 -0.159 0.112
H -0.28047 -2.14683 -5.46565 -0.012 0.029 0.012
O 5.55735 -1.67524 0.49996 0.025 0.094 0.008
H 0.50686 2.97117 -1.92151 0.001 -0.010 0.008
H -0.82030 7.24317 1.97647 0.003 -0.018 0.008
C -1.04814 -1.29448 -8.08359 -0.054 -0.015 0.011
O 3.56170 -1.14879 2.64195 -0.009 -0.073 -0.004
O 1.63500 1.77353 2.36439 0.121 -0.138 -0.102
H -0.92886 -1.56447 -9.13628 0.000 0.000 0.018
Br -0.73792 -2.13663 -2.64168 -0.184 -0.499 -0.109
C -1.62165 3.43202 -3.57621 -0.023 0.011 0.007
O -1.45345 2.54166 -0.38709 -0.218 0.017 0.176
C -0.01619 -0.10894 -6.13296 -0.040 -0.062 -0.027
C 1.71718 5.12003 1.26764 -0.013 0.061 0.089
H 1.60713 7.24524 1.54642 -0.002 -0.019 -0.010
C 1.05337 6.31529 1.52688 0.059 0.036 -0.009
H -1.91542 2.92035 -2.66319 0.010 -0.022 0.004
O 4.39130 -0.65625 -2.05037 0.021 -0.095 -0.061
H 1.80762 3.09324 -3.10551 -0.007 0.015 -0.008
C -0.13762 1.58608 -4.34666 0.026 0.068 -0.289
S 1.86500 2.41506 1.10900 -0.636 -0.609 -0.269
S -2.82262 0.22449 -0.71394 0.357 0.113 -0.372
C -1.03220 5.12653 1.73268 0.130 0.029 0.042
C -3.10934 -3.58961 0.50091 0.063 0.415 -0.102
C 3.82607 -0.80085 -1.00129 -0.159 -0.009 0.216
N -3.48127 -4.64859 0.75150 0.035 -0.034 0.007
C 3.39160 -1.02742 1.46058 0.063 0.000 -0.177
H 1.58052 -1.63712 -8.78639 -0.004 0.001 0.020
C 0.79510 3.42395 -2.86144 0.024 0.015 0.021
C 1.00626 3.94120 1.24394 -0.385 0.061 0.008
O 3.21417 2.59683 0.68033 -0.022 0.328 -0.279
S -1.04710 -1.84559 0.69144 0.470 0.559 -0.482
C -0.38167 3.93566 1.46300 0.142 -0.096 -0.029
C 4.46449 -1.21672 0.35102 -0.081 0.035 0.001
W -0.29455 0.28666 -0.31062 -0.130 -0.681 0.040
H 1.18673 1.33358 -8.24070 -0.012 -0.015 0.003
C -2.64332 -2.26151 0.19239 -0.042 -0.881 0.312
O -2.73544 2.87633 1.72183 -0.054 -0.028 0.195
C -0.23306 -1.10223 -5.18665 0.057 0.093 -0.103
C 2.19201 -0.69658 0.68631 -0.224 -0.123 0.476
O 1.36567 -0.38166 -1.38260 -0.683 0.251 -0.004
C -4.77326 -1.61426 -0.80958 0.377 -0.002 0.133
C -0.30557 6.31364 1.76946 -0.076 0.058 0.028
O 0.93874 -0.53122 1.05272 0.223 0.214 0.415
C 1.42856 -1.35135 -7.74172 0.054 -0.005 -0.018
H -1.17436 -2.21673 -7.51356 0.014 0.034 -0.019
C 2.40789 -0.61085 -0.64699 0.423 -0.298 -0.308
H -2.09996 5.12196 1.89732 0.013 0.006 -0.009
O 1.02975 1.79270 -0.06426 0.943 0.322 0.746

Record 3
65
Properties=species:S:1:pos:R:3:forces:R:3 method="wB97M-V/def2-TZVPD" homo_lumo_gap_ev="7.84 / 7.89" homo_ev="-14.7 / -14.7" multiplicity=2 charge=+2
C 0.92113 -2.23925 4.06226 -0.708 1.363 -0.770
O 2.70398 4.24491 0.78607 -0.827 -1.772 -1.356
C -2.42907 -3.50357 -3.42346 0.463 -1.119 0.676
N 2.85627 1.19523 -1.16487 0.027 2.471 0.352
C -4.20677 -2.08243 -2.29245 0.121 1.780 1.408
H -1.55720 0.71188 5.23173 -0.136 0.108 0.995
H -2.10089 -2.86805 -4.24293 -0.310 0.171 -0.004
H -4.14863 2.80597 -3.43445 -0.634 0.137 -0.456
O 1.37730 -3.06649 6.14825 0.557 0.474 -2.760
C -0.85308 3.90174 -1.90545 -0.869 1.408 -0.889
C 1.32430 -2.26136 2.68939 -0.156 0.324 -0.812
H -1.54228 -4.10542 -3.11284 -0.752 0.006 -0.691
C 0.88289 -1.19830 1.89368 0.311 0.240 -3.034
C 4.46913 2.25702 0.29696 0.766 -1.096 -1.189
C 3.22886 2.24669 -0.32912 0.206 -2.007 0.463
O 2.91843 -3.33649 4.60733 -2.702 1.208 0.095
C -2.30162 2.22005 -2.63756 0.570 1.052 -0.022
H 2.17079 -4.20906 2.60190 0.570 -0.720 0.135
C -0.44504 -0.29661 3.72044 -0.219 1.439 -2.479
C -3.21338 3.17318 -3.08646 1.069 -0.051 0.640
H 2.42698 -1.95350 -1.00238 -0.490 0.511 0.404
H -3.14306 -4.45444 -0.78922 -0.651 -0.403 -0.389
H -0.42442 -1.43942 5.57562 0.565 0.096 -1.057
C -1.63854 4.92901 -2.48639 -0.528 -0.975 0.887
C 3.78423 0.34133 -1.54509 1.268 -1.844 -0.265
C -1.83375 -1.61099 -2.10495 1.040 2.003 1.893
H 3.58250 -0.29707 -2.45247 -0.172 0.517 1.215
C -0.07279 -1.37024 4.51502 1.825 -1.931 1.604
H 5.63650 -0.66225 -1.27410 0.408 0.197 0.454
H -4.55008 -1.67156 -1.30711 0.099 -0.790 -0.594
H -2.44321 1.14180 -2.75484 -0.129 0.531 0.088
H -4.14939 -1.12016 -2.87396 -0.107 -1.346 -0.159
Ce 0.37527 1.04863 -0.70561 0.122 -0.407 -1.010
N 0.94702 3.25882 -0.39489 0.007 -0.552 -1.332
C 2.05726 -1.99522 0.03309 -0.919 -0.261 -0.146
N -1.13648 2.60294 -2.04116 -0.603 -0.340 0.084
H -4.90742 -2.80416 -2.67932 -0.355 0.063 -0.198
C -2.87284 4.53684 -2.99968 0.110 0.172 -0.566
C 0.29824 4.32502 -1.06751 2.653 2.842 2.130
H 6.37763 1.19045 0.53298 -0.810 -0.009 -0.397
H -1.40671 5.99301 -2.35781 0.244 -0.658 -0.095
C 5.38845 1.19582 0.03111 -0.338 -0.893 -0.358
N -0.35136 0.91747 1.63477 0.592 -1.379 -1.410
C -2.83126 -2.74544 -2.14383 1.577 1.213 -0.354
C -1.19650 1.80001 2.08283 -0.169 0.376 1.020
C 0.03942 -0.14704 2.34865 -0.859 -0.778 3.974
C 2.39972 -3.17322 0.71585 0.518 0.038 0.455
H -2.69481 -3.07789 0.12607 -0.104 0.347 -0.822
C -1.20788 0.77601 4.23529 -0.124 -0.400 -0.691
N 1.20504 -1.09842 0.51243 1.109 -0.472 1.382
O 0.63848 5.52009 -0.92937 -1.273 -3.315 -0.931
H -1.55214 2.49668 1.32687 0.005 0.395 0.459
H 4.72993 3.12522 0.88401 0.058 -0.150 0.189
N -1.13316 -0.70056 -1.84512 -1.749 -2.521 -1.150
C -1.57776 1.82044 3.44050 -0.046 0.886 -0.824
C -2.53987 -3.56877 -0.85629 0.794 -0.320 0.761
H -2.08669 2.71403 3.79472 -0.223 -0.471 0.140
C 2.04799 -3.32447 2.03185 -0.867 1.194 -0.135
H -3.27986 -4.12587 -3.74317 0.581 0.015 0.048
C 5.03107 0.14571 -0.88648 -1.183 2.861 0.001
H 2.98495 -3.88894 0.14206 -0.198 -0.143 0.456
C 2.26472 3.33788 0.07394 0.092 3.018 1.236
H -3.52594 5.33897 -3.37205 0.056 -0.663 0.177
H -1.49646 -3.98675 -0.79892 -0.770 0.683 -0.494
N 1.78187 -2.92944 4.96564 1.594 -2.355 4.015

| no. | electronic energy (Ha) |
| --- | --- |
| 1 | -4543.299894 |
| 2 | -6365.892373 |
| 3 | -2278.347820 |